Here is a molecular structure, C2HCoLiO2 from the OMol25 dataset. Energies are from ωB97M-V with the def2-TZVPD basis set.

Atoms and positions in Å:
O  -2.33929  -0.12045  -0.64501
C  -1.43286  0.08548  0.06349
C  -0.32933  0.23879  0.75774
H  -0.50138  0.37738  1.83349
Co  1.55073  1.03225  0.03358
Li  0.87747  -1.83208  0.78768
O  1.20584  -0.67628  -0.58535

Its expectation value of S² is 6.022. The HOMO-LUMO gap (alpha / beta) comes out at 7.58 / 7.29 eV. The multiplicity is 5. The HOMO energy (alpha / beta) comes out at -0.495 / -0.502 Eh. For the lowest unoccupied orbital energy (alpha / beta), the calculation gives -5.90 / -6.38 eV. The net charge is +1.

Here is a molecular structure, C2HCsFO from the OMol25 dataset. Energies are from ωB97M-V with the def2-TZVPD basis set.

Atoms and positions in Å:
H  -2.64850  -1.69488  1.85972
C  -1.55031  -0.48799  0.57321
C  -2.68375  -0.92314  1.08581
O  -0.54172  -0.20484  0.05226
F  -3.81304  -0.21080  0.94319
Cs  2.75502  0.63333  -1.91824

The HOMO-LUMO gap comes out at 8.06 eV. The HOMO energy comes out at -0.443 Eh. Its energy above the lowest of the compared OMol25 structures with the same formula, charge and spin is 0.000 eV. For the lowest unoccupied orbital energy, the calculation gives -3.99 eV. The net charge is +1.

Here is a molecular structure, C2HCuLiO3 from the OMol25 dataset. Energies are from ωB97M-V with the def2-TZVPD basis set.

Atoms and positions in Å:
O  2.12227  0.40006  0.50254
C  1.23618  1.10953  0.12341
H  1.21757  2.20738  0.23691
O  -1.08538  -1.20279  -0.26523
C  0.03796  -0.77352  -0.59195
O  0.00824  0.63784  -0.26550
Li  -1.23817  -3.00441  0.22259
Cu  -2.29868  0.62592  0.03724

The HOMO-LUMO gap comes out at 7.47 eV. The HOMO energy comes out at -0.472 Eh. Its energy above the lowest of the compared OMol25 structures with the same formula, charge and spin is 0.831 eV. For the lowest unoccupied orbital energy, the calculation gives -5.36 eV. The net charge is +1.

Here is a molecular structure, C2HEuO4 from the OMol25 dataset. Energies are from ωB97M-V with the def2-TZVPD basis set.

Atoms and positions in Å:
O  -2.09210  0.79422  -0.40047
C  -1.36795  -0.15929  -0.34347
O  -0.03313  -0.02176  -0.38312
C  0.83131  -0.16064  0.84095
O  0.33636  -0.54625  1.86394
O  1.95512  0.26205  0.49502
Eu  2.04536  1.05071  -1.70713
H  -1.67498  -1.21906  -0.36571

Its expectation value of S² is 15.774. The HOMO-LUMO gap (alpha / beta) comes out at 3.32 / 8.50 eV. The multiplicity is 8. The HOMO energy (alpha / beta) comes out at -0.457 / -0.541 Eh. Its energy above the lowest of the compared OMol25 structures with the same formula, charge and spin is 5.740 eV. For the lowest unoccupied orbital energy (alpha / beta), the calculation gives -9.10 / -6.21 eV. The net charge is +1.

Number 1: maximum force 0.059 Eh/bohr. Number 2: maximum force 0.017 Eh/bohr. Number 3: maximum force 0.038 Eh/bohr. Number 4: maximum force 0.066 Eh/bohr.